1.
Density functional theory data (the ωB97M-V functional and the def2-TZVPD basis) for C35H30AsBr4Cl3O4ReS as an isolated structure.

**2S+1**: 2
**Highest occupied orbital energy (alpha / beta)**: -1.80 / -1.37 eV
**Total charge**: -2
**M**: 1233.792 g mol⁻¹
**HOMO-LUMO gap (alpha / beta)**: 0.2052 / 0.1893 hartree

Each line ends with the Mulliken spin population.
Positions of all 79 atoms, in Å:
Re -0.110 -0.228 0.167  0.997
Br 6.345 1.757 -1.979  0.000
C 4.921 0.981 -0.999  0.004
C 5.164 0.323 0.198  -0.006
Br 6.923 0.175 0.883  0.000
C 4.090 -0.219 0.917  0.000
Br 4.324 -1.123 2.562  0.001
C 2.783 -0.111 0.459  0.035
O 1.745 -0.565 1.098  0.052
C 2.531 0.563 -0.772  -0.001
O 1.279 0.652 -1.157  -0.009
C 3.605 1.093 -1.473  -0.004
Br 3.191 1.974 -3.095  0.001
Cl -1.363 -7.285 -3.015  0.000
C -0.884 -5.753 -2.298  -0.001
C -1.845 -4.885 -1.824  0.000
C -1.468 -3.678 -1.257  0.005
Cl -2.739 -2.641 -0.681  0.000
C -0.120 -3.254 -1.144  0.008
O 0.327 -2.153 -0.677  0.003
C 0.809 -4.224 -1.628  -0.001
Cl 2.500 -3.836 -1.492  0.000
C 0.457 -5.426 -2.201  0.000
H -2.895 -5.134 -1.890  0.000
H 1.223 -6.095 -2.567  0.000
C -8.391 -0.501 -2.292  0.000
C -9.201 0.691 -2.728  -0.001
O -10.392 0.646 -2.923  0.000
S -8.373 2.244 -3.034  0.000
C -6.703 1.975 -2.525  -0.019
C -6.348 2.069 -1.178  0.008
C -5.064 1.768 -0.772  -0.014
C -4.079 1.372 -1.700  -0.026
C -4.435 1.358 -3.059  -0.003
C -5.725 1.648 -3.463  0.006
C -2.803 0.955 -1.254  0.074
C -1.770 0.517 -0.751  -0.039
H -9.068 -1.240 -1.868  0.000
H -7.611 -0.241 -1.580  0.000
H -7.902 -0.927 -3.170  0.000
H -7.098 2.358 -0.451  0.000
H -4.799 1.802 0.277  -0.009
H -3.687 1.079 -3.789  -0.002
H -5.991 1.606 -4.512  0.000
C 0.476 4.567 2.978  -0.001
As 0.175 2.860 2.027  0.002
C -1.785 2.911 2.168  -0.007
C 0.255 3.642 0.227  -0.001
H -0.190 5.342 2.593  0.000
H 1.510 4.889 2.850  0.000
H 0.288 4.434 4.045  0.000
H -2.142 3.942 2.113  0.000
H -2.119 2.460 3.103  -0.002
H -2.194 2.336 1.337  0.011
H -0.429 4.490 0.149  -0.001
H -0.024 2.885 -0.506  0.000
H 1.272 3.972 0.010  0.001
C 0.149 -0.464 3.856  -0.018
C -0.815 -1.302 3.009  0.028
C -0.123 -2.632 2.665  -0.008
C -1.153 -0.523 1.718  -0.113
C -2.119 -1.592 3.746  -0.006
C -2.378 -1.174 5.048  0.000
C -3.593 -1.454 5.669  -0.001
C -4.581 -2.152 4.994  0.000
C -4.342 -2.565 3.687  -0.001
C -3.131 -2.287 3.076  -0.009
H 1.048 -0.273 3.274  0.005
H 0.434 -0.998 4.770  -0.001
H -0.286 0.503 4.122  0.001
H 0.773 -2.438 2.077  0.004
H -0.781 -3.276 2.078  0.003
H 0.161 -3.161 3.581  -0.001
H -2.117 -0.012 1.827  0.050
H -1.624 -0.625 5.596  0.000
H -3.765 -1.118 6.685  0.000
H -5.528 -2.366 5.474  0.000
H -5.107 -3.103 3.139  0.000
H -2.960 -2.602 2.053  0.006

---

2.
Density functional theory data (the ωB97M-V functional and the def2-TZVPD basis) for C23H17ClN7O4PdSSe2 as an isolated structure.

**2S+1**: 3
**Highest occupied orbital energy (alpha / beta)**: -4.83 / -4.64 eV
**Total charge**: -1
**M**: 787.294 g mol⁻¹
**HOMO-LUMO gap (alpha / beta)**: 0.2494 / 0.2271 hartree

Each line ends with the Mulliken spin population.
Positions of all 56 atoms, in Å:
Pd 0.529 0.594 -2.183  0.632
O -4.705 -2.569 -3.893  0.000
C -4.395 -2.962 -2.691  0.000
O -5.088 -3.731 -2.057  0.000
C -3.122 -2.426 -2.081  -0.001
C -2.703 -2.747 -0.816  -0.002
Cl -3.512 -3.677 0.360  0.000
N -1.530 -2.110 -0.568  -0.009
N -1.182 -1.340 -1.636  0.023
C -2.095 -1.546 -2.566  0.003
C -1.874 -0.841 -3.914  -0.009
O -2.802 -0.943 -4.764  0.001
O -0.803 -0.232 -4.051  0.013
C -0.516 -2.326 0.445  -0.006
C 0.475 -1.214 0.469  -0.029
C 1.882 -1.981 2.917  0.002
C 1.590 -3.452 2.688  0.001
C 0.649 -4.027 1.934  0.000
C -0.400 -3.510 1.042  -0.006
H -4.017 -1.895 -4.286  0.000
H 1.544 -0.834 -1.315  0.001
H 2.513 -1.941 3.798  0.000
H 2.264 -4.126 3.212  0.000
H 0.650 -5.111 1.967  0.000
H -1.132 -4.256 0.769  0.000
N -2.108 1.748 -1.766  -0.020
C -0.818 2.289 -1.731  -0.034
S -0.163 2.879 -3.180  0.174
N -0.500 2.688 -0.437  0.007
C 0.287 3.721 0.098  -0.016
C -0.037 4.109 1.404  -0.004
C 0.664 5.116 2.045  0.001
C 1.712 5.759 1.396  -0.003
C 2.057 5.350 0.115  0.009
C 1.367 4.333 -0.537  -0.002
H -2.360 1.418 -2.681  -0.003
H -2.351 1.109 -1.024  0.004
H -1.186 2.377 0.223  0.000
H -0.860 3.614 1.919  0.000
H 0.390 5.399 3.056  0.000
H 2.253 6.560 1.886  0.000
H 2.894 5.817 -0.394  0.000
H 1.676 4.007 -1.511  -0.003
Se 5.220 -1.151 0.915  0.004
N 4.108 -1.446 2.281  0.003
C 2.899 -1.512 1.824  -0.006
C 0.612 -1.252 3.352  -0.001
C -0.089 -0.364 2.651  -0.001
C 0.441 -0.173 1.287  0.040
N 1.600 -1.384 -0.397  -0.005
C 2.803 -1.326 0.326  -0.017
N 3.916 -1.163 -0.300  0.019
H 0.317 -1.501 4.373  0.000
H -0.919 0.189 3.080  0.000
H 1.139 0.637 1.108  -0.001
Se 2.815 1.356 -2.164  1.236

---

3.
Density functional theory data (the ωB97M-V functional and the def2-TZVPD basis) for C19H21BrI2N3O3RhS as an isolated structure.

**2S+1**: 1
**Highest occupied orbital energy**: -13.03 eV
**Total charge**: +2
**M**: 808.080 g mol⁻¹
**HOMO-LUMO gap**: 0.2239 hartree

Each line ends with the natural charge from an NBO analysis.
Positions of all 51 atoms, in Å:
Rh 0.539 -0.504 0.922  0.742
Br 2.466 -1.900 1.730  0.278
C 1.781 -3.666 1.424  0.000
C 2.702 -4.678 1.227  -0.255
C 2.241 -5.975 1.048  -0.159
C 0.880 -6.243 1.062  -0.163
C -0.038 -5.219 1.251  -0.205
C 0.420 -3.925 1.438  -0.259
I -0.997 -2.421 1.762  0.591
H 3.762 -4.463 1.217  0.251
H 2.953 -6.773 0.896  0.252
H 0.522 -7.253 0.922  0.252
H -1.098 -5.433 1.254  0.247
C 3.422 2.661 0.122  -0.706
C 2.752 1.349 -0.109  0.725
N 3.356 0.427 -0.838  -0.761
O 1.619 1.165 0.412  -0.671
H 4.187 2.870 -0.622  0.244
H 3.885 2.634 1.110  0.273
H 2.678 3.453 0.132  0.267
H 4.259 0.607 -1.245  0.429
H 2.885 -0.445 -1.043  0.426
S 0.692 -1.564 -1.160  -0.114
C -0.115 -0.514 -2.305  0.379
N -0.299 0.774 -2.098  -0.560
C -0.972 1.646 -3.069  -0.222
C -0.708 1.122 -4.470  -0.430
C -1.112 -0.340 -4.550  -0.222
N -0.494 -1.077 -3.440  -0.549
H -0.073 1.139 -1.185  0.444
H -0.573 2.650 -2.939  0.234
H -2.041 1.675 -2.851  0.215
H 0.350 1.233 -4.713  0.224
H -1.278 1.698 -5.196  0.258
H -0.778 -0.795 -5.480  0.240
H -2.195 -0.449 -4.489  0.218
H -0.350 -2.071 -3.532  0.433
I -5.042 5.420 4.024  0.255
C -3.702 4.011 3.308  -0.112
C -2.666 3.568 4.127  -0.246
C -1.773 2.628 3.649  -0.114
C -1.918 2.134 2.353  -0.238
C -2.958 2.579 1.536  -0.127
C -3.851 3.516 2.013  -0.250
C -0.979 1.146 1.860  0.782
O -0.052 0.634 2.566  -0.619
O -1.035 0.690 0.639  -0.633
H -2.561 3.957 5.129  0.247
H -0.964 2.275 4.274  0.241
H -3.067 2.183 0.535  0.225
H -4.662 3.864 1.389  0.243

---

4.
Density functional theory data (the ωB97M-V functional and the def2-TZVPD basis) for one molecule with the formula C6H12O.

**SMILES string**: COCC1(C)CC1
**2S+1**: 1
**Highest occupied orbital energy**: -9.71 eV
**Total charge**: 0
**M**: 100.161 g mol⁻¹
**HOMO-LUMO gap**: 0.3948 hartree

Each line ends with the natural charge from an NBO analysis.
Positions of all 19 atoms, in Å:
C 2.507 0.611 0.052  -0.247
O 1.492 0.551 1.022  -0.539
C 0.561 -0.496 0.854  -0.049
C -0.677 -0.122 0.025  -0.094
C -0.869 1.364 -0.186  -0.592
C -1.169 -1.051 -1.055  -0.418
C -1.887 -0.982 0.264  -0.416
H 2.119 0.805 -0.962  0.164
H 3.096 -0.321 0.035  0.165
H 3.169 1.434 0.340  0.194
H 1.054 -1.382 0.419  0.167
H 0.244 -0.758 1.869  0.187
H -0.096 1.769 -0.850  0.208
H -0.808 1.909 0.762  0.219
H -1.844 1.565 -0.644  0.206
H -0.601 -1.951 -1.281  0.210
H -1.659 -0.608 -1.920  0.213
H -1.769 -1.827 0.942  0.209
H -2.865 -0.510 0.312  0.214

---

5.
Density functional theory data (the ωB97M-V functional and the def2-TZVPD basis) for C6H11O as an isolated structure.

**2S+1**: 1
**Highest occupied orbital energy**: -1.96 eV
**Total charge**: -1
**M**: 99.153 g mol⁻¹
**HOMO-LUMO gap**: 0.1689 hartree

Each line ends with the natural charge from an NBO analysis.
Positions of all 18 atoms, in Å:
C 3.460 0.444 -0.325  -0.025
O 4.210 -0.227 -1.240  -0.961
C 2.227 -0.323 0.103  -0.632
C -1.496 -0.751 1.133  -0.084
C -1.872 -0.337 -0.076  -0.084
C -1.571 -0.241 -1.384  -0.555
C -3.186 0.203 0.633  -0.638
H 3.997 0.628 0.640  0.054
H 3.154 1.456 -0.650  0.069
H 2.477 -1.340 0.433  0.185
H 1.675 0.152 0.944  0.146
H -1.149 -0.159 1.964  0.190
H 1.513 -0.497 -0.724  0.172
H -2.023 0.601 -1.890  0.201
H -0.766 -0.841 -1.773  0.238
H -3.942 -0.531 0.872  0.233
H -3.162 0.878 1.494  0.234
H -3.544 0.885 -0.154  0.257

---

6.
Density functional theory data (the ωB97M-V functional and the def2-TZVPD basis) for one molecule with the formula C23H28N4O2S.

**SMILES string**: CCCCN(C)C(=O)CSc1nc(NCc2ccc(OC)cc2)c2ccccc2n1
**2S+1**: 1
**Highest occupied orbital energy**: -7.97 eV
**Total charge**: 0
**M**: 424.570 g mol⁻¹
**HOMO-LUMO gap**: 0.3112 hartree

Each line ends with the natural charge from an NBO analysis.
Positions of all 58 atoms, in Å:
C -0.495 7.119 2.995  -0.599
C -0.408 5.698 2.454  -0.397
C -1.768 5.189 1.983  -0.402
C -1.705 3.737 1.501  -0.216
N -0.819 3.561 0.368  -0.445
C -1.229 4.146 -0.886  -0.412
C 0.370 2.946 0.561  0.675
O 0.705 2.489 1.638  -0.626
C 1.282 2.836 -0.648  -0.638
S 0.669 1.566 -1.811  0.255
C 1.642 0.185 -1.337  0.299
N 1.222 -0.960 -1.875  -0.575
C 1.890 -2.059 -1.572  0.463
N 1.494 -3.208 -2.148  -0.558
C 0.277 -3.306 -2.931  -0.243
C -0.899 -3.686 -2.068  -0.077
C -1.539 -2.716 -1.300  -0.180
C -2.585 -3.055 -0.473  -0.247
C -3.024 -4.379 -0.390  0.292
O -4.069 -4.606 0.453  -0.491
C -4.565 -5.916 0.574  -0.252
C -2.387 -5.352 -1.151  -0.269
C -1.331 -4.998 -1.976  -0.200
C 3.028 -2.012 -0.692  -0.126
C 3.803 -3.113 -0.301  -0.179
C 4.873 -2.944 0.541  -0.233
C 5.203 -1.673 1.023  -0.181
C 4.466 -0.578 0.661  -0.207
C 3.366 -0.724 -0.203  0.191
N 2.657 0.374 -0.548  -0.529
H 0.483 7.464 3.321  0.209
H -1.175 7.164 3.843  0.199
H -0.861 7.800 2.228  0.197
H -0.025 5.031 3.228  0.209
H 0.300 5.668 1.622  0.193
H -2.481 5.241 2.808  0.206
H -2.141 5.831 1.181  0.189
H -1.320 3.102 2.302  0.243
H -2.707 3.392 1.222  0.188
H -0.726 5.101 -1.071  0.191
H -2.302 4.325 -0.850  0.213
H -1.023 3.472 -1.716  0.212
H 2.258 2.477 -0.320  0.298
H 1.366 3.772 -1.198  0.230
H 1.868 -4.070 -1.785  0.393
H 0.438 -4.050 -3.715  0.203
H 0.115 -2.323 -3.377  0.246
H -1.204 -1.692 -1.362  0.234
H -3.088 -2.312 0.125  0.226
H -4.940 -6.295 -0.383  0.175
H -5.388 -5.856 1.284  0.201
H -3.804 -6.601 0.962  0.175
H -2.699 -6.384 -1.112  0.211
H -0.846 -5.766 -2.563  0.204
H 3.566 -4.104 -0.663  0.197
H 5.466 -3.797 0.837  0.215
H 6.048 -1.562 1.687  0.216
H 4.698 0.411 1.023  0.229